Record 1
The following is a DFT calculation (ωB97M-V/def2-TZVPD) of a molecular structure, CHCsNaO2.

As for the expectation value of S²: 1.76. The multiplicity is 2. The calculation puts the LUMO energy (spin up / spin down) at -0.52 / -1.50 eV. The max |F| comes out at 6.70 eV Å⁻¹.

Structure (XYZ):
```
6
CHCsNaO2 ωB97M-V/def2-TZVPD
O -0.11632 2.65908 0.95757
Na -0.14519 -4.60912 -3.45890
O -0.63754 -1.26345 -1.48168
Cs 1.51767 0.13871 0.67367
C -1.52827 -0.51959 -0.97341
H -2.50077 -0.59411 -1.54468
```

So, what does the Löwdin scheme give us? The charges, in e, come out as: O -0.8821; Na 0.1163; O -0.1799; Cs 0.8486; C 0.0181; H 0.0791

=====

Record 2
The following is a DFT calculation (ωB97M-V/def2-TZVPD) of 3 unconnected molecules or ions with the total composition C40H79F3N8O9P2.

The SMILES is CCCO[C@@](CCCCN(C)C(C)=O)(CCC(F)(F)F)OCCO[C@H](CCC(=O)Nc1ccccc1)CC(=O)O.CN(C)P(=O)(N(C)C)N(C)C.CN(C)P(=O)(N(C)C)N(C)C. The multiplicity is 1. The calculation puts the LUMO energy at -1.46 eV. The max |F| comes out at 8.51 eV Å⁻¹.

Structure (XYZ):
```
141
C40H79F3N8O9P2 ωB97M-V/def2-TZVPD
C 0.23742 -7.16940 5.11650
O -2.72142 2.43688 -1.75032
F -2.62459 1.46483 3.41818
H -4.21601 -3.75403 2.92031
H -0.75672 -1.42119 -1.18685
H 1.30774 0.53339 -3.27790
H 1.93409 -3.84643 -5.72335
H -4.10721 -0.49672 0.86053
N 2.26174 0.37233 -2.83903
H -4.10688 -7.63543 5.86513
C 4.87086 -2.97064 -3.17323
C -2.37416 -5.30204 7.48563
H 4.81980 -0.86148 -1.87228
H -8.61108 -2.61997 -5.08700
H -8.00542 0.90702 -1.74242
H -3.89495 3.44191 0.36494
H -4.89064 -4.86503 4.13641
H 1.95643 3.28249 -6.35195
H -1.78346 -3.11267 5.39007
H -10.53216 1.48660 -4.54019
H -5.11178 3.34476 -2.25404
H 9.51862 2.46148 2.28369
H -9.52653 -1.73976 -6.51416
C -6.42394 1.67038 -3.33659
O 1.35128 6.90765 -4.30430
H 5.88454 -3.32935 -2.70992
C -3.53191 -7.20653 6.69282
F -0.36419 1.36541 2.66580
H -2.95737 -2.50209 4.28723
C -8.41105 -0.25790 -5.03090
H -5.59858 1.07347 -3.95871
H -0.35761 -1.33804 0.67144
C -3.39647 1.54625 -0.79402
H 3.28727 0.96454 -5.72020
H -4.21903 -7.10409 7.53894
H 8.54107 3.46963 -1.22702
O -7.52962 0.13458 -5.95395
H 8.01476 3.99593 3.01068
C 9.53063 2.78295 1.25204
H 9.51721 3.88104 1.20875
H 5.37590 4.03227 -0.25597
H 0.92682 -1.37789 -4.83425
H 0.26198 -4.41174 4.50950
O 0.55629 3.05840 -3.12356
H -9.78854 2.33201 -2.98883
H 6.27070 3.94836 3.35691
N 8.46981 2.18485 0.45716
H 10.51623 2.46698 0.87945
H 4.46729 -4.83513 -4.71043
C -1.51833 1.83090 -2.33731
C -2.54862 -2.05302 0.25761
H 8.12567 1.78745 -1.59363
N 6.78289 3.71031 1.29148
H -1.72233 3.86957 1.12344
H 9.78620 2.19762 -1.22161
C 2.46035 4.65746 -3.58514
C -7.57606 0.62494 -2.81976
H 2.85835 4.15545 -2.57874
C -9.24757 -1.65640 -5.36236
H -3.98201 -5.47997 2.74611
C -5.73974 2.39014 -2.00675
N -0.65501 -6.05923 5.49079
O -1.51780 -6.30683 3.31840
H 1.16143 -5.03766 5.90632
C 1.75623 2.65296 -5.35859
C 3.27983 1.35900 -3.44696
C -1.91036 2.69265 1.19324
C 4.00617 -3.80792 -4.31528
C -4.03242 -4.67313 3.48396
H -2.75537 -2.74630 1.17723
H -6.66436 2.77007 -1.35383
O 4.32195 1.80194 -2.70130
H -6.82648 2.49976 -4.05740
H 0.49481 4.47366 -4.72578
C 1.93520 -1.81108 -4.40429
C 1.85277 6.15805 -3.32001
H 4.57111 0.85264 1.86943
C -4.96489 1.23246 -1.14991
C -3.41937 2.38516 0.65343
H 1.01031 -7.32893 5.87678
H 4.06418 2.65260 -5.17541
C -0.92802 -1.97432 -0.14872
H -3.12691 -5.23570 8.28087
C -0.89238 2.98821 -3.37046
H -4.15550 1.90839 1.42561
N -2.95624 -5.91200 6.29372
H 7.02210 5.34963 2.59175
H -1.52788 -5.87031 7.88841
H 3.39146 4.67526 -4.31734
H -0.31998 -8.10874 5.02223
C 7.02713 4.25312 2.62461
C -1.58398 2.25513 2.72927
C 7.54504 1.13382 3.34219
C 0.15391 -4.84792 5.50680
C 5.37849 0.61999 2.57368
H 5.70315 -0.41429 2.38616
H -0.25177 -4.10262 6.18968
H -0.44838 -3.05769 -0.25348
H 4.94818 0.65936 3.58072
O 1.81810 6.66511 -1.93860
H -1.07868 2.21606 0.48689
H -2.74202 -7.91945 6.95968
P -2.18695 -6.12316 4.70249
H -8.91801 2.43975 -4.74152
H -3.51573 -3.28118 5.76618
C 2.56648 -3.26760 -4.92269
H -10.24993 -1.74540 -4.74691
H -1.41812 4.04255 -3.17745
H 1.33313 7.54512 -1.95256
C 5.52660 4.29602 0.79634
H 8.17120 1.96517 3.66339
H -0.64879 1.61825 -1.56541
C 3.17056 1.88523 -5.00032
C 8.74906 2.42779 -0.96173
H 0.93501 1.84915 -5.65626
C -2.75546 -3.33692 4.97451
H 5.53595 5.38930 0.85282
H -1.74188 0.89952 -3.04574
H -7.09751 -0.46227 -2.70126
P 6.82110 2.00075 0.79717
N -2.79104 -4.60386 4.26141
H 8.17046 0.35238 2.90088
H -2.29051 -0.11896 1.43583
H -3.10047 -2.35977 -0.72905
H -5.08742 0.15114 -1.64027
C 4.23999 -1.51199 -2.65509
H -5.53308 1.15096 -0.10403
N -8.75970 0.46158 -3.74697
O 6.85434 0.51372 0.36720
C 1.26156 3.73105 -4.22542
H 0.74215 -6.97808 4.15787
N 6.49336 1.57223 2.43464
H -1.09923 2.65283 -4.47391
H -2.05914 -4.27042 7.32093
C -9.51324 1.75258 -3.97795
O -2.70067 0.25474 -0.70803
H 4.66841 3.91726 1.36508
F -1.13799 3.43920 3.55520
H 7.13196 0.74681 4.28575
C -2.98249 -0.46298 0.54185
C 2.81639 -0.99659 -3.28563
```

Löwdin atomic charge list, values in e, 99 entries: C -0.1522; O -0.1264; F 0.0070; H 0.0650; H 0.0738; H 0.0942; H 0.0762; H 0.1322; N 0.0296; H 0.0729; C -0.0416; C -0.1366; H 0.0929; H 0.0926; H 0.1373; H 0.1432; H 0.0744; H 0.1365; H 0.0491; H 0.1065; H 0.1148; H 0.0465; H 0.0936; C -0.1863; O -0.0401; H 0.0839; C -0.1625; F -0.0337; H 0.0819; C -0.2909; H 0.1271; H 0.0820; C -0.4136; H 0.1267; H 0.0783; H 0.0744; O -0.0290; H 0.0557; C -0.1378; H 0.0788; H 0.0694; H 0.0849; H 0.0914; O -0.2036; H 0.1088; H 0.0864; N -0.3425; H 0.0862; H 0.0827; C -0.1281; C -0.1724; H 0.0700; N -0.3100; H 0.1481; H 0.0785; C -0.0193; C -0.2033; H 0.1395; C -0.0466; H 0.0713; C -0.1856; N -0.3429; O -0.2690; H 0.0877; C -0.1288; C -0.2663; C -0.0535; C -0.0857; C -0.1428; H 0.1022; H 0.1136; O -0.0653; H 0.1034; H 0.1510; C -0.0254; C -0.2723; H 0.0730; C -0.1058; C -0.0864; H 0.0787; H 0.1270; C -0.1290; H 0.0926; C -0.1365; H 0.1193; N -0.3127; H 0.0918; H 0.0868; H 0.1424; H 0.0709; C -0.1376; C -0.2192; C -0.1384; C -0.1352; C -0.1498; H 0.0776; H 0.0491; H 0.0850; H 0.0784

=====

- Among the records above, which one has the highest max |F|?
  C40H79F3N8O9P2

=====

Repeat the first record exactly.
The following is a DFT calculation (ωB97M-V/def2-TZVPD) of a molecular structure, CHCsNaO2.

As for the expectation value of S²: 1.76. The multiplicity is 2. The calculation puts the LUMO energy (spin up / spin down) at -0.52 / -1.50 eV. The max |F| comes out at 6.70 eV Å⁻¹.

Structure (XYZ):
```
6
CHCsNaO2 ωB97M-V/def2-TZVPD
O -0.11632 2.65908 0.95757
Na -0.14519 -4.60912 -3.45890
O -0.63754 -1.26345 -1.48168
Cs 1.51767 0.13871 0.67367
C -1.52827 -0.51959 -0.97341
H -2.50077 -0.59411 -1.54468
```

So, what does the Löwdin scheme give us? The charges, in e, come out as: O -0.8821; Na 0.1163; O -0.1799; Cs 0.8486; C 0.0181; H 0.0791

=====

- Look up the multiplicity of the first one.
  2

=====

- Among the records above, which one has the highest multiplicity?
  CHCsNaO2